1.
21
Properties=species:S:1:pos:R:3 method="wB97M-V/def2-TZVPD" orbital_gap_ha=0.337 smiles=COc1ccc2nc(C)sc2c1
C -3.6944 -1.3246 0.1975
O -3.4069 -0.0044 0.0972
C -2.0692 0.3397 -0.1812
C -1.4791 1.6767 -0.1964
C -0.0685 2.0133 -0.1232
C 0.9163 0.9817 -0.0044
N 2.2615 1.0126 0.2301
C 2.8395 -0.0770 0.1992
C 4.2825 -0.3212 0.1443
S 1.6964 -1.3778 -0.2952
C 0.3259 -0.1922 -0.2116
C -1.0182 -0.6616 -0.3088
H -3.5130 -1.5934 1.2170
H -4.7863 -1.3413 0.4309
H -3.4529 -1.9669 -0.5751
H -2.1829 2.4975 -0.3807
H 0.3330 2.9743 -0.4222
H 4.9411 0.6377 0.5571
H 4.6496 -0.3360 -1.0126
H 4.6222 -1.2955 0.7572
H -1.1967 -1.6415 -0.1192



2.
61
Properties=species:S:1:pos:R:3 method="wB97M-V/def2-TZVPD" orbital_gap_ha="0.281 / 0.286" multiplicity=6
O -0.4249 0.4517 -0.1671
C 0.6228 0.0592 -1.1552
C 0.0108 0.9113 -2.2543
H 0.5686 -1.0186 -1.3332
H 1.6054 0.3948 -0.8016
C -1.0789 1.2735 -1.2289
H -0.3047 0.3026 -3.0985
H 0.6758 1.7332 -2.5402
C -2.4482 0.6900 -1.4987
H -2.3978 -0.3867 -1.6807
H -2.9192 1.1552 -2.3745
H -3.0941 0.8870 -0.6307
C -1.1137 2.7246 -0.7899
H -0.1104 3.0978 -0.5698
H -1.7367 2.8405 0.1091
H -1.5491 3.3579 -1.5702
Dy -0.2304 0.2435 2.1351
C 0.5189 2.0495 3.9008
C 1.5741 1.1037 3.8262
C 2.1597 1.2021 2.5213
H 1.9048 0.4728 4.6584
C 1.4407 2.2034 1.7897
C 0.4121 2.7173 2.6451
H -0.2883 3.5127 2.3962
H -0.0630 2.2642 4.7992
H 3.0233 0.6421 2.1488
H 1.6833 2.5678 0.7932
C -1.8986 0.0622 4.1222
C -2.3047 1.2628 3.4663
C -2.7745 0.9341 2.1636
H -2.3123 2.2674 3.8892
C -2.6968 -0.4945 2.0167
C -2.1632 -1.0307 3.2362
H -2.0243 -2.0899 3.4542
H -1.5104 -0.0145 5.1421
H -3.2028 1.6313 1.4500
H -3.0257 -1.0669 1.1502
O 0.3790 -0.7478 -4.6465
C -0.2024 0.1496 -5.6234
C 0.0902 -0.3656 -7.0443
H 0.2165 1.1625 -5.4753
H -1.2876 0.2154 -5.4186
C 1.1809 -1.4443 -6.8415
H 0.4018 0.4446 -7.7122
H -0.8108 -0.8185 -7.4616
C 1.0230 -1.8361 -5.3556
H 2.1669 -1.0082 -7.0288
H 1.0763 -2.3044 -7.5160
H 1.9855 -2.0578 -4.8625
H 0.3981 -2.7451 -5.2843
C 2.8780 -2.3862 3.1045
C 1.3713 -2.5602 3.1793
C 0.8572 -2.6243 4.6066
O 0.7120 -1.5433 2.4490
H 3.1712 -1.4362 3.5769
H 3.1915 -2.3670 2.0563
H 3.3688 -3.2175 3.6218
H 1.1329 -3.5257 2.6900
H 0.9626 -1.6440 5.0983
H -0.2103 -2.8799 4.5949
H 1.4201 -3.3745 5.1727



3.
101
Properties=species:S:1:pos:R:3 method="wB97M-V/def2-TZVPD" orbital_gap_ha="0.213 / 0.230" charge=+3
Ru -0.0448 0.0534 -0.3994
C -1.4662 -0.4681 2.7139
Si -1.5269 -1.2485 1.0009
C -0.6194 -2.8981 0.9541
C -0.7130 -3.7725 2.0361
C -0.0078 -4.9685 2.0408
C 0.8063 -5.3039 0.9678
C 0.9379 -4.4294 -0.1018
C 0.2268 -3.2328 -0.1172
P 0.4235 -2.0503 -1.4765
C -0.5729 -2.7033 -2.9124
C -2.0590 -2.3906 -2.7249
C -2.8433 -2.8090 -3.9722
C -2.6325 -4.2943 -4.2570
C -1.1480 -4.6155 -4.3922
C -0.3740 -4.2056 -3.1300
C 2.2458 -1.9018 -1.8303
C 2.5424 -0.4204 -2.1520
C 2.1129 -0.0606 -3.5731
C 2.8444 -0.9374 -4.5896
C 2.5888 -2.4225 -4.3330
C 2.8973 -2.8046 -2.8856
C -3.1485 -1.0261 0.0653
C -4.1428 -1.9977 0.1463
C -5.3405 -1.8416 -0.5381
C -5.5393 -0.7257 -1.3394
C -4.5487 0.2409 -1.4459
C -3.3578 0.1056 -0.7363
P -2.0420 1.3535 -0.7592
C -2.7309 2.9686 -0.1242
C -3.9122 3.5326 -0.9152
C -4.2937 4.8965 -0.3136
C -4.7205 4.7132 1.1419
C -3.5901 4.0952 1.9544
C -3.1408 2.7603 1.3454
C -1.3006 1.4879 -2.4553
C -2.2565 1.5907 -3.6559
C -1.4696 2.1058 -4.8618
C -0.9851 3.5488 -4.6416
C -0.7231 3.8550 -3.1592
C -0.2223 2.6017 -2.4413
H -2.3075 -0.8558 3.2970
H -1.5617 0.6171 2.6924
H -0.5498 -0.7377 3.2397
H -1.3408 -3.5247 2.8844
H -0.0835 -5.6341 2.8905
H 1.3581 -6.2342 0.9700
H 1.6030 -4.6788 -0.9190
H -0.2136 -2.1556 -3.7883
H -2.2065 -1.3250 -2.5364
H -2.4387 -2.9420 -1.8598
H -2.5022 -2.2195 -4.8293
H -3.9029 -2.5968 -3.8217
H -3.1484 -4.5680 -5.1777
H -3.0692 -4.8912 -3.4511
H -0.7328 -4.0950 -5.2602
H -1.0040 -5.6840 -4.5526
H 0.6797 -4.4613 -3.2569
H -0.7607 -4.7561 -2.2697
H 2.6815 -2.1448 -0.8551
H 3.6138 -0.2419 -2.0366
H 2.0295 0.2502 -1.4262
H 2.3318 0.9892 -3.7733
H 1.0276 -0.2082 -3.6746
H 3.9168 -0.7349 -4.5270
H 2.5284 -0.6729 -5.5987
H 3.2287 -3.0150 -4.9870
H 1.5587 -2.6747 -4.5935
H 3.9756 -2.6991 -2.7303
H 2.6635 -3.8548 -2.7080
H -3.9829 -2.8836 0.7514
H -6.1128 -2.5946 -0.4514
H -6.4664 -0.6060 -1.8838
H -4.7029 1.0851 -2.1027
H -1.8898 3.6707 -0.1645
H -4.7720 2.8701 -0.8173
H -3.6874 3.6679 -1.9720
H -5.1115 5.3151 -0.8995
H -3.4479 5.5859 -0.3762
H -5.6076 4.0757 1.1906
H -4.9997 5.6792 1.5637
H -3.9177 3.9182 2.9792
H -2.7389 4.7806 1.9887
H -3.9651 2.0420 1.3915
H -2.3049 2.3594 1.9270
H -0.7714 0.5036 -2.5657
H -3.0692 2.2832 -3.4459
H -2.7010 0.6175 -3.8716
H -2.1014 2.0523 -5.7474
H -0.6163 1.4446 -5.0436
H -1.7193 4.2568 -5.0267
H -0.0761 3.7112 -5.2217
H -1.6356 4.2136 -2.6752
H 0.0165 4.6492 -3.0667
H 0.0731 2.8486 -1.4122
H 0.6741 2.2486 -2.9556
Cl 1.8934 -0.6796 1.4856
C 2.0695 0.9763 2.1062
Cl 1.0291 2.0034 1.1066
H 3.0987 1.3023 1.9955
H 1.7363 1.0132 3.1380



4.
28
Properties=species:S:1:pos:R:3 method="wB97M-V/def2-TZVPD" orbital_gap_ha=0.372 smiles="CC(C)CN(n1cnnc1)S(C)(=O)=O"
C 1.7465 -0.8809 -1.5836
C 1.5201 -1.0160 -0.0828
C 2.8276 -1.3870 0.6901
C 0.9222 0.3119 0.5461
N -0.3223 0.6310 -0.3724
N -1.2248 -0.4074 -0.3701
C -2.0426 -0.8483 0.6715
N -2.8830 -1.6717 0.1130
N -2.7132 -1.6773 -1.1972
C -1.6995 -0.8930 -1.5158
S -1.0968 2.1601 -0.1538
C -1.6790 2.4486 1.5211
O -2.2158 2.1482 -1.0034
O -0.0882 3.1466 -0.3608
H 0.8107 -1.4246 -1.9554
H 1.8158 0.1337 -2.0396
H 2.6840 -1.4232 -1.8882
H 0.7695 -1.8104 -0.0075
H 2.5054 -1.7972 1.5994
H 3.3859 -0.4826 0.8885
H 3.4975 -2.2757 0.2229
H 0.4300 0.0222 1.4955
H 1.5407 1.1085 0.5363
H -1.8841 -0.7619 1.7633
H -1.1955 -0.6253 -2.5388
H -0.8645 2.9062 1.9754
H -2.6022 2.8843 1.2328
H -1.9446 1.4811 1.8136



5.
16
Properties=species:S:1:pos:R:3 method="wB97M-V/def2-TZVPD" orbital_gap_ha=0.312
B -1.0415 1.2455 0.2601
C 1.5371 -1.3185 -0.9620
C 0.3520 0.6485 -0.1449
N -0.2512 -1.6739 0.4196
N 0.2636 -0.6519 -0.5303
O -1.0078 2.6421 -0.0149
O -2.0779 0.5351 0.8133
H 1.9324 -1.7912 -0.1593
H 1.4080 -2.0818 -1.7074
H 2.0722 -0.4954 -1.5064
H 1.0024 1.2272 -0.8249
H 1.1805 0.6992 1.1061
H 0.4375 -1.6462 1.2913
H -1.1380 -1.3778 0.7607
H -1.6390 3.1701 0.5313
H -3.0303 0.8689 0.6676



6.
22
Properties=species:S:1:pos:R:3 method="wB97M-V/def2-TZVPD" orbital_gap_ha=0.395 charge=+1
O 0.7156 -1.3359 0.4176
H -0.2222 -1.4221 0.0952
H 1.2011 -0.7576 -0.2454
H 0.7275 -0.6477 1.2034
O -0.1771 0.3314 2.5943
H -0.5348 1.1725 2.2479
H 0.4866 0.5317 3.2479
O -1.8538 -1.4578 -0.3589
H -2.3981 -1.9527 0.2582
H -2.1189 -1.8705 -1.1931
O 2.5246 0.6336 0.9966
H 2.9562 0.6434 0.1326
H 1.9628 1.3934 1.0802
O 2.3958 -0.5121 -1.9842
H 2.7030 0.1518 -2.5674
H 1.5784 -0.8249 -2.3264
O -3.4677 0.7232 0.1689
H -3.4204 1.1565 -0.6863
H -2.8564 -0.0546 0.0817
O -0.0524 1.1646 -0.6873
H -0.7935 1.3252 -1.2868
H 0.6437 1.6087 -1.1885



7.
112
Properties=species:S:1:pos:R:3 method="wB97M-V/def2-TZVPD" orbital_gap_ha=0.254
Bi 0.3934 -0.6869 1.5519
C -4.4646 -3.3642 -4.8181
C -3.8449 -2.8453 -3.5536
C -4.3030 -1.7637 -2.8950
C -3.7179 -1.3360 -1.6526
C -4.0398 -0.1654 -1.0241
N -4.6045 0.9587 -1.5418
C -4.1990 1.6882 -2.7669
C -3.4886 0.8774 -3.8437
C -2.5500 1.6986 -4.7328
N -1.1296 1.6596 -4.3387
C -0.5214 0.6465 -3.7274
C 0.8217 0.4112 -3.5284
C 1.9046 1.0666 -4.1966
C 3.1666 0.5861 -4.1085
C 4.3364 1.2279 -4.7965
C 3.3882 -0.6087 -3.3364
C 2.4348 -1.2376 -2.6046
C 2.7847 -2.4332 -1.8059
N 2.3312 -2.6465 -0.6461
C 2.8036 -3.8164 0.0802
C 1.6797 -4.5253 0.8265
C 0.5958 -5.1157 -0.0715
N -0.5319 -4.2110 -0.2447
C -0.9522 -4.0427 -1.4200
C -2.1297 -3.2458 -1.8080
C -2.6928 -3.5201 -3.0087
C -2.6849 -2.1566 -0.9702
O -2.2518 -1.8654 0.1388
C 1.0794 -0.6823 -2.5857
O 0.1874 -1.0965 -1.8305
H -5.3907 -2.8361 -5.0469
H -4.6965 -4.4287 -4.7408
H -3.7886 -3.2457 -5.6698
H -5.1718 -1.2242 -3.2616
H -3.8255 -0.1163 0.0409
H -4.8235 1.6209 -0.8144
H -3.5231 2.4896 -2.4413
H -5.0847 2.1685 -3.1875
H -4.2164 0.3817 -4.4845
H -2.9431 0.0739 -3.3712
H -2.8429 2.7505 -4.7351
H -2.6351 1.3471 -5.7637
H -0.5586 2.4158 -4.6819
H -1.1654 -0.1078 -3.2936
H 1.7120 1.9372 -4.8184
H 4.0186 2.0775 -5.4013
H 4.8502 0.5197 -5.4510
H 5.0687 1.5887 -4.0696
H 4.3973 -1.0163 -3.3287
H 3.5045 -3.1222 -2.2737
H 3.5286 -3.4562 0.8194
H 3.3352 -4.5112 -0.5867
H 1.2028 -3.8364 1.5238
H 2.1276 -5.3172 1.4315
H 0.2007 -6.0175 0.4016
H 1.0193 -5.4175 -1.0447
H -0.4575 -4.5328 -2.2754
H -2.2579 -4.3227 -3.6012
I -1.0797 1.1253 -0.4285
C -2.0979 2.0833 1.1098
C -2.9268 3.1206 0.7821
C -3.6869 3.7642 1.7792
C -3.5914 3.3345 3.0685
C -2.7288 2.2691 3.4271
C -2.6494 1.8667 4.7833
C -1.8240 0.8512 5.1477
C -1.0248 0.2087 4.1756
C -1.0410 0.5631 2.8521
C -1.9398 1.6061 2.4442
H -2.9841 3.4677 -0.2437
H -4.3350 4.5901 1.5146
H -4.1696 3.8109 3.8519
H -3.2631 2.3798 5.5145
H -1.7683 0.5276 6.1797
H -0.3913 -0.6021 4.5049
O 2.7567 -3.8829 6.5458
C 3.4489 -2.7839 6.3468
O 4.4043 -2.4725 7.0205
C 3.0064 -1.8950 5.2323
C 3.6783 -0.7387 4.8862
N 3.0260 -0.1935 3.8526
N 1.9691 -0.9331 3.4941
C 1.9355 -1.9698 4.3176
C 0.8081 -2.9630 4.1154
O 0.8304 -4.0034 4.8013
O -0.0351 -2.6185 3.2542
H 1.9878 -3.9681 5.8865
H 4.5614 -0.2967 5.3182
H 3.2612 0.6143 3.2921
C 0.8061 4.6511 0.5039
N 1.1492 4.4296 1.8986
C 0.2068 5.1206 2.7599
C 1.1792 3.0086 2.2247
C 2.2845 2.2234 1.5512
C 3.5101 2.8502 1.3134
C 4.5714 2.1609 0.7480
C 4.4192 0.8208 0.4230
C 3.2052 0.1939 0.6711
C 2.1148 0.8679 1.2341
H 0.8916 5.7139 0.2683
H -0.2257 4.3301 0.2723
H 1.4852 4.0989 -0.1448
H 0.2089 6.1879 2.5323
H 0.4940 4.9925 3.8047
H -0.8255 4.7457 2.6396
H 0.2236 2.5324 2.0009
H 1.3049 2.9238 3.3112
H 3.6111 3.8964 1.5755
H 5.5125 2.6670 0.5684
H 5.2391 0.2620 -0.0148
H 3.1116 -0.8575 0.4176



8.
51
Properties=species:S:1:pos:R:3 method="wB97M-V/def2-TZVPD" orbital_gap_ha="0.215 / 0.196" charge=+3 multiplicity=5
Ru -0.9693 1.0476 -0.5495
N 3.3934 0.9816 -0.6894
C 2.1214 1.0919 -1.0738
N 1.1188 1.1222 -0.2287
C 1.3825 1.0377 1.1441
N 0.3541 0.9770 1.9621
N -0.8171 0.9552 1.4216
C -1.9635 1.0961 2.1417
C -3.1315 1.1246 1.3735
C -4.4543 1.2423 1.8746
C -5.5044 1.2487 0.9880
C -5.2633 1.0974 -0.3849
C -3.9532 0.9890 -0.8264
N -2.9233 1.0366 0.0109
C 2.7404 1.0281 1.6196
C 3.0861 1.0770 2.9694
C 4.4232 1.0673 3.3306
C 5.4299 0.9713 2.3625
C 5.1128 0.9343 1.0171
C 3.7741 0.9794 0.6396
H 4.1278 0.9584 -1.3923
H 1.9170 1.1471 -2.1384
H -1.9267 1.2204 3.2164
H -4.6066 1.3316 2.9388
H -6.5167 1.3717 1.3411
H -6.0698 1.0762 -1.1006
H -3.7342 0.8798 -1.8867
H 2.3047 1.1391 3.7100
H 4.6928 1.1433 4.3733
H 6.4652 0.9406 2.6657
H 5.8885 0.8848 0.2668
C -0.9862 3.8991 -2.1495
C -1.0606 2.4609 -1.9879
O -1.3641 1.5198 -2.6454
H -1.9751 4.2717 -2.4583
H -0.3043 4.1499 -2.9708
H -0.6739 4.4312 -1.2503
O -0.6317 -1.2100 -1.0470
S -0.1197 -2.4492 -0.3341
C -1.3035 -3.8099 -0.7228
C -0.3941 -4.9801 -1.0118
C 0.6730 -4.4778 -1.9850
C 1.1888 -3.1515 -1.4426
H -1.8712 -3.4898 -1.5975
H -1.9642 -3.9662 0.1248
H -0.9690 -5.7985 -1.4519
H 0.0623 -5.3604 -0.0942
H 0.2469 -4.3496 -2.9805
H 1.4903 -5.1961 -2.0621
H 1.3901 -2.4113 -2.2141
H 2.0669 -3.2817 -0.8136



Taking the records one at a time from the top gives calculated total energy values of -23848.727 -53607.751 -94388.741 -28372.683 -9971.037 -14569.326 -87225.620 -46030.200 eV.